Entry 1:
{"formula": "C8H16NO2P", "method": "ωB97M-V/def2-TZVPD", "symbols": ["C", "C", "C", "C", "C", "C", "C", "C", "N", "O", "O", "P", "H", "H", "H", "H", "H", "H", "H", "H", "H", "H", "H", "H", "H", "H", "H", "H"], "positions_angstrom": [[-1.0959, 1.7530, -3.1413], [0.3293, 0.3845, -1.6235], [2.4555, 1.3842, -0.8819], [1.1600, -0.7672, 2.7835], [-3.2137, -0.4404, -0.1377], [1.8087, 0.3991, -1.8686], [0.6776, -1.3226, 1.4229], [-2.2365, -0.9786, 0.8928], [-0.5399, 1.1176, -2.2102], [-0.1561, -0.6100, -0.8477], [-0.5007, 1.1884, 0.9641], [-0.5603, -0.2457, 0.7018], [-1.4178, 2.6388, -2.7806], [3.5302, 1.4013, -0.9583], [1.9923, 1.1928, 0.1593], [2.1035, 2.3396, -1.2290], [0.3162, -0.5525, 3.4022], [1.7549, -1.5457, 3.2270], [1.8916, 0.1133, 2.6127], [-2.6811, -0.7768, -1.1154], [-4.2354, -0.7935, -0.1354], [-2.9921, 0.6691, -0.0705], [1.9849, 0.6165, -2.9182], [2.2999, -0.6016, -1.6450], [0.1749, -2.2693, 1.7527], [1.5516, -1.5925, 0.8147], [-1.9672, -2.0909, 0.8543], [-2.4343, -0.6108, 1.9753]], "total_energy_ev": -23427.233, "lumo_energy_ha": 0.02581, "largest_force_ha_per_bohr": 0.075}

=====

Entry 2:
{"formula": "C8H16NO3P", "method": "ωB97M-V/def2-TZVPD", "symbols": ["C", "C", "C", "C", "C", "C", "C", "C", "N", "O", "O", "O", "P", "H", "H", "H", "H", "H", "H", "H", "H", "H", "H", "H", "H", "H", "H", "H", "H"], "positions_angstrom": [[-2.1190, 0.0539, -0.5132], [1.0913, -1.8392, 1.8262], [-0.2092, -2.4314, -0.2326], [-0.9543, 0.5170, 2.1156], [0.3722, 0.2229, -2.6604], [0.3710, 3.2391, -1.0501], [-0.2973, -1.6630, 1.0820], [-0.4467, -0.1994, 0.9801], [-2.7577, -0.2023, -1.4335], [1.8316, 1.3376, 0.7986], [1.1641, 0.3686, -1.4561], [-0.2925, 2.1984, -0.3301], [0.6758, 0.9285, -0.0006], [2.0593, -1.5572, 1.1961], [1.3505, -2.8640, 2.2811], [1.2658, -1.1275, 2.6817], [0.0029, -1.7438, -1.0071], [-1.1914, -2.8036, -0.5267], [0.4945, -3.3024, -0.0860], [-2.0105, 0.0486, 2.3008], [-0.2236, 0.5812, 3.0098], [-1.2803, 1.5865, 1.9811], [0.1490, -0.8336, -2.8755], [0.9275, 0.7920, -3.4440], [-0.6603, 0.6153, -2.7636], [0.9961, 2.7544, -1.8491], [1.0570, 3.7354, -0.3531], [-0.4410, 3.7845, -1.4984], [-0.9248, -2.1965, 1.8270]], "total_energy_ev": -25474.482, "lumo_energy_ha": -0.03564, "largest_force_ha_per_bohr": 0.090}

=====

Entry 3:
{"formula": "C8H16NS", "method": "ωB97M-V/def2-TZVPD", "symbols": ["C", "C", "C", "C", "C", "C", "C", "C", "N", "S", "H", "H", "H", "H", "H", "H", "H", "H", "H", "H", "H", "H", "H", "H", "H", "H"], "positions_angstrom": [[1.5524, 2.1421, -0.0165], [1.4296, 1.1098, -0.7171], [-1.9963, 1.2324, 0.5795], [-0.8879, 0.2982, 1.2842], [-1.9490, 0.8128, -0.9642], [-0.3613, -0.8019, 0.3831], [-0.1654, -2.1096, 1.1157], [1.4907, -0.3146, -0.3064], [1.5964, -1.2905, -1.3855], [-1.3458, -0.9500, -1.0906], [1.4687, 3.0194, -0.4713], [1.7356, 1.9896, 1.0032], [1.3213, 1.1440, -1.7907], [-2.8781, 0.7796, 1.0677], [-1.7977, 2.2779, 0.8391], [-0.0042, 0.9961, 1.6305], [-1.3409, -0.1318, 2.1839], [-2.9184, 1.0052, -1.4367], [-1.2465, 1.4760, -1.4554], [0.8684, -2.2882, 1.3351], [-0.5392, -2.9735, 0.6525], [-0.8060, -2.0584, 2.0595], [2.0960, -0.6323, 0.5548], [1.9321, -2.1465, -1.0336], [2.1222, -0.9903, -2.3094], [0.6231, -1.5955, -1.7114]], "total_energy_ev": -20871.477, "lumo_energy_ha": -0.11794, "total_charge": 1, "largest_force_ha_per_bohr": 0.131}

=====

Q: What is the formula in the first record?
A: C8H16NO2P